{"formula": "C16H36N4O27S5", "method": "ωB97M-V/def2-TZVPD", "smiles": "C[N+](=O)[O-].C[N+](=O)[O-].C[N+](=O)[O-].O=S1(=O)OCCO1.O=S1(=O)OCCO1.O=S1(=O)OCCO1.O=S1(=O)OCCO1.O=S1(=O)OCCO1.CN(C)C=O", "homo_energy_ev": -9.54, "total_energy_ev": -132576.98506, "orbital_gap_ev": 9.4, "de_lowest_kcal_mol": 98.7, "total_charge": 0, "largest_force_ev_per_a": 4.79, "symbols": ["S", "S", "S", "S", "S", "O", "O", "O", "O", "O", "O", "O", "O", "O", "O", "O", "O", "O", "O", "O", "O", "O", "O", "O", "O", "O", "O", "O", "O", "O", "O", "O", "N", "N", "N", "N", "C", "C", "C", "C", "C", "C", "C", "C", "C", "C", "C", "C", "C", "C", "C", "C", "H", "H", "H", "H", "H", "H", "H", "H", "H", "H", "H", "H", "H", "H", "H", "H", "H", "H", "H", "H", "H", "H", "H", "H", "H", "H", "H", "H", "H", "H", "H", "H", "H", "H", "H", "H"], "coordinates": [[3.341534, -6.953824, 4.537390], [-3.266686, -2.752794, 7.604890], [5.712994, 9.491566, -0.388050], [4.510114, 1.428636, -7.152920], [4.049664, 2.685246, 8.396450], [-2.818676, -1.844244, 8.922080], [4.625874, -7.614584, 4.573010], [2.847784, 1.562146, 8.286250], [5.275774, 0.656366, -5.920160], [5.386614, 1.443086, -8.319130], [5.349864, 2.166376, 8.760130], [6.383284, 9.792626, 0.911090], [2.139954, -8.022024, 3.925970], [-2.446416, -2.603184, 6.404150], [-2.258306, -5.521044, -7.351270], [3.949034, 2.695596, -6.754000], [4.341274, 10.287056, -0.731360], [-4.716426, -2.620144, 7.414510], [3.364614, 0.249076, -7.206340], [-8.279236, 1.974856, -6.596300], [-2.925266, -4.234374, 8.288200], [-4.261576, -5.125804, -7.888720], [4.744384, 8.140436, -0.181080], [-8.371586, 0.446306, -5.142920], [3.984864, 3.032756, 6.815020], [-0.072256, 1.172826, -1.347160], [3.559854, 3.731896, 9.261810], [-2.105946, 7.876546, -5.418170], [3.180944, -5.750384, 3.817320], [6.503264, 9.373346, -1.624980], [2.556514, -6.848224, 5.985980], [-4.235336, 8.163076, -5.038220], [-1.090036, -0.814114, -1.176370], [-8.525276, 0.846786, -6.245410], [-3.150096, -5.507644, -8.147360], [-3.226926, 7.470666, -5.068220], [1.251004, -8.494324, 4.931030], [-2.190006, -2.765534, 9.873980], [-0.184716, 0.117066, -0.829910], [4.356574, -0.151294, -5.127810], [3.045624, 0.897726, 6.973470], [-2.129486, -0.731844, -2.062970], [3.044434, -0.309774, -5.952340], [-1.224936, -2.075694, -0.428940], [-9.425966, 0.125056, -7.162270], [-2.918016, -4.085764, 9.685060], [3.514874, 9.445186, -1.565610], [-3.390806, 6.042806, -4.659030], [3.665114, 8.043516, -1.091240], [3.284504, 2.127436, 6.053080], [1.831574, -8.046024, 6.290320], [-2.935776, -6.098224, -9.520170], [-2.148706, -1.987324, 0.142850], [-9.240696, -0.944214, -7.264420], [1.133664, -9.575874, 4.863470], [3.888224, 0.207106, 7.007500], [2.509964, 9.846866, -1.435640], [-9.269376, 0.523216, -8.164790], [2.921474, 7.621946, -0.414950], [2.413104, 2.686216, 5.711710], [0.466184, -0.290424, -0.040930], [4.283574, 0.197046, -4.097560], [2.473514, -8.862314, 6.621490], [-10.472426, 0.171666, -6.860830], [3.932614, 9.601616, -2.560160], [0.341404, -8.017944, 4.565270], [2.201874, 0.263346, 6.701920], [2.187294, 0.224206, -5.542110], [-3.943126, -4.007104, 10.047080], [-3.754156, 5.436236, -5.488580], [3.831294, 7.236886, -1.805270], [-4.024326, 5.949476, -3.776970], [-3.386026, -5.462004, -10.282130], [4.817714, -1.127874, -4.980350], [-1.990426, -1.556704, -2.761810], [-2.444796, -2.400994, 10.869120], [-1.871256, -6.104664, -9.754370], [3.896984, 1.941886, 5.170740], [-2.321936, 5.832236, -4.623260], [2.843864, -1.364094, -6.142820], [-2.996056, -0.895124, -1.422270], [-1.352486, -2.937504, -1.084020], [1.051714, -7.795354, 7.009400], [-0.320936, -2.233834, 0.159170], [-2.499696, -4.956904, 10.189270], [-1.113466, -2.856304, 9.729330], [-3.320586, -7.109274, -9.386630], [-2.376096, 0.230636, -2.511200]], "atomic_forces_ev_per_a": [[-1.9, -2.8, -0.3], [-1.7, -0.4, -1.7], [0.3, -1.7, 0.3], [0.9, -0.3, -0.1], [-0.3, 0.3, 1.6], [0.3, -1.9, -1.2], [-1.8, 0.7, 0.6], [1.5, -0.3, -0.9], [-0.8, 0.6, -0.2], [-1.9, -0.8, 2.2], [-1.6, -0.1, -1.2], [-2.6, -0.5, -4.0], [2.9, 0.9, 0.4], [-0.9, -0.1, 2.8], [1.4, -0.2, 0.4], [0.2, -1.6, 0.0], [1.2, 1.0, 0.9], [2.9, -0.1, 0.9], [0.6, 1.4, -1.8], [1.1, 0.8, -0.7], [-0.2, 1.1, -1.6], [-1.0, 0.3, -0.3], [3.3, -0.1, 0.9], [0.9, -1.6, 1.9], [1.8, 1.6, 2.5], [0.4, 2.7, -1.0], [0.1, -1.0, -1.7], [-1.7, -0.9, 0.6], [0.2, 0.5, 0.3], [-1.5, 0.4, 2.6], [1.3, 0.1, -0.6], [0.8, -0.3, 0.0], [2.0, -1.6, 2.1], [-2.4, 1.3, -0.7], [-0.4, -0.1, -0.6], [-0.5, 1.4, -0.7], [-0.4, 0.6, -0.6], [-0.7, 0.0, 1.0], [-0.2, -2.4, 0.6], [0.5, -0.5, 0.0], [-0.2, 0.8, 0.1], [-2.5, 0.6, -1.2], [0.8, 0.4, 0.5], [0.5, 0.8, 0.0], [-0.1, -1.5, -1.8], [-0.4, 0.5, 0.5], [-0.2, 1.6, -0.9], [1.6, 0.1, -0.8], [0.4, -1.4, 1.6], [-0.7, -1.1, -1.0], [-0.5, -0.3, -1.2], [0.8, 0.3, 0.3], [0.2, -0.3, 0.5], [0.6, 0.0, 0.6], [0.2, 0.0, 0.0], [0.4, 0.4, 0.2], [0.1, 0.0, -0.3], [-0.2, 0.3, 0.3], [-0.8, 0.6, -0.3], [-0.6, -0.7, 0.1], [0.2, 0.3, 0.2], [-0.4, 0.8, -0.3], [0.2, 0.4, 0.4], [0.3, 0.6, 0.3], [-0.6, -0.2, -0.2], [-0.6, -0.1, 1.1], [-0.4, 0.6, 0.3], [0.1, -0.2, 0.2], [-0.2, 0.2, 0.0], [-0.4, 0.5, -0.1], [0.3, 0.6, -0.6], [0.4, 0.1, -0.1], [-0.6, -0.4, 0.4], [0.3, 0.0, -0.5], [-0.7, 0.3, -0.5], [0.3, 0.4, -0.1], [0.0, -0.2, 0.5], [0.0, -0.5, 0.0], [-0.2, -0.9, 1.0], [-0.2, 0.2, 0.2], [-0.8, -0.5, -0.5], [0.1, 0.1, -0.3], [0.3, 0.0, 0.0], [-0.3, 0.0, 0.3], [0.5, 0.1, -0.4], [-0.1, 0.2, -0.2], [-0.1, 0.2, -0.6], [0.9, 0.0, -0.3]]}

{"formula": "C16H36N5O11P", "method": "ωB97M-V/def2-TZVPD", "smiles": "CN(C)P(=O)(N(C)C)N(C)C.C[C@H]1COC(=O)O1.C[C@H]1COC(=O)O1.C[N+](=O)[O-].C[N+](=O)[O-]", "homo_energy_ev": -8.69, "total_energy_ev": -56429.58400, "orbital_gap_ev": 8.9, "de_lowest_kcal_mol": 103.5, "total_charge": 0, "largest_force_ev_per_a": 9.47, "symbols": ["P", "O", "O", "O", "O", "O", "O", "O", "O", "O", "O", "O", "N", "N", "N", "N", "N", "C", "C", "C", "C", "C", "C", "C", "C", "C", "C", "C", "C", "C", "C", "C", "C", "H", "H", "H", "H", "H", "H", "H", "H", "H", "H", "H", "H", "H", "H", "H", "H", "H", "H", "H", "H", "H", "H", "H", "H", "H", "H", "H", "H", "H", "H", "H", "H", "H", "H", "H", "H"], "coordinates": [[-0.369350, -5.133709, 2.075834], [-2.523281, 4.746156, 0.695290], [4.325674, 7.893674, -0.799246], [1.124344, -5.513157, 1.963716], [2.366056, 2.731838, -0.077765], [1.190525, 1.371504, -1.236136], [5.880376, 2.992089, -0.904569], [2.489420, 6.682835, -1.032590], [-3.586251, 4.465825, -1.342022], [-1.876477, 3.153679, -0.742272], [4.114518, 3.146431, -2.184580], [3.785626, 7.034036, -2.621237], [-1.082833, -5.536734, 3.601810], [-1.376703, -5.906002, 0.958537], [1.476359, 1.989093, -0.204968], [5.131438, 2.603323, -1.846616], [-0.752401, -3.412091, 1.748982], [-0.870355, -2.834858, 0.399150], [5.382507, 1.388428, -2.592433], [2.912962, 6.124409, -3.157995], [-2.821597, -6.039938, 1.059171], [0.618685, 1.835078, 1.006606], [-0.685043, -6.799531, -0.029209], [3.538043, 7.231780, -1.455922], [-3.000123, 1.096115, -1.341122], [1.937354, 5.850878, -2.009602], [-3.513968, 3.517514, -2.394870], [-2.341346, -4.975065, 4.083999], [-2.457372, 2.457818, -1.899583], [-0.370775, -6.485727, 4.505991], [0.380418, 5.989655, -2.149581], [-0.233519, -2.487905, 2.818708], [-2.540856, 4.219141, -0.416100], [-1.714139, -2.160020, 0.255259], [0.943938, 1.582556, 2.015833], [-3.296417, 3.856848, -3.407596], [-3.078989, -6.962824, 1.578914], [0.031506, -2.271566, 0.159450], [-0.139222, 6.723300, -1.533275], [-2.224146, 0.357031, -1.540388], [-1.300201, -7.141942, -0.861335], [0.009363, 2.738847, 1.012359], [-3.082457, -5.753302, 4.266167], [-4.509785, 3.074679, -2.413596], [0.019030, 0.934128, 0.877003], [-0.123287, 5.031591, -2.277972], [5.414340, 0.622362, -1.817691], [0.835244, -2.442862, 2.609383], [-3.269188, -5.240519, 1.649681], [-3.421618, 1.267219, -0.350583], [-1.264198, -6.883235, 4.987538], [-3.350335, -6.097350, 0.107732], [-0.971319, -3.606032, -0.364527], [-0.147063, -7.537374, 0.565995], [6.438605, 1.466004, -2.850781], [-0.560187, -2.829441, 3.800916], [2.154404, 4.811546, -1.763046], [0.090691, -6.269799, -0.582136], [0.242745, 6.414981, -3.143690], [-3.777543, 0.681562, -1.982879], [0.244659, -5.927662, 5.211617], [2.462021, 6.743492, -3.933545], [0.036321, -7.264147, 3.860676], [-1.665194, 2.381486, -2.644373], [3.426135, 5.277553, -3.613609], [4.635135, 1.156864, -3.351322], [-2.606785, -4.177138, 3.390492], [-0.539310, -1.474078, 2.560328], [-2.194809, -4.479341, 5.043625]], "atomic_forces_ev_per_a": [[0.6, 0.7, -0.3], [0.6, -0.6, -3.2], [-1.1, 0.0, 0.7], [-3.8, 0.7, 0.4], [2.8, 2.3, 0.0], [-0.1, 0.4, 0.9], [-1.5, -1.3, -2.6], [-3.9, -1.3, 2.8], [2.0, 0.5, 0.5], [1.2, -1.1, -1.2], [-0.6, 1.3, 0.0], [2.9, -1.2, -7.2], [1.4, 1.0, -1.5], [1.1, 0.1, -1.6], [-1.7, -2.5, 0.4], [0.4, 1.4, 2.0], [-0.4, -1.7, 1.6], [0.6, -0.6, 0.4], [1.9, -1.3, 1.1], [-2.2, 0.5, -2.6], [0.1, -0.3, 0.8], [-2.3, -1.2, 0.0], [0.6, 1.0, 0.7], [4.6, 4.5, 7.0], [0.3, 1.0, -2.0], [-0.9, -2.1, -0.1], [-0.4, -1.7, 0.8], [1.2, 0.4, 0.1], [-0.8, 0.5, 0.6], [-2.2, 1.0, -1.2], [1.1, 0.7, -2.0], [0.1, -0.5, -2.5], [-3.5, 1.4, 2.9], [-0.2, 0.0, 0.5], [1.7, 0.9, -0.4], [0.3, 0.7, 0.3], [-0.1, -0.3, 0.2], [0.2, 0.1, -0.1], [0.4, -0.5, 0.6], [0.3, 0.0, 1.3], [-0.6, -0.4, 0.7], [-0.1, -0.2, 0.1], [-0.3, 0.1, -0.5], [0.0, -0.2, -0.2], [-0.5, 0.4, -0.8], [0.1, -0.1, 0.8], [-0.3, -0.3, -0.1], [0.4, -0.1, 1.1], [0.2, 0.1, -0.2], [0.5, -0.5, 0.1], [0.5, -0.6, 0.7], [0.4, 0.3, -0.3], [0.0, -0.2, 0.2], [-0.3, -0.7, -0.6], [-0.2, -0.1, -0.8], [0.4, 0.3, -0.1], [-0.2, 0.0, 0.7], [0.2, 0.4, 0.3], [-0.1, 0.3, -0.3], [-0.4, 0.5, -0.1], [0.4, -0.6, -0.1], [-0.6, -0.7, -0.6], [0.7, 0.1, 0.6], [0.0, -0.4, 0.2], [-0.1, -0.1, 0.4], [0.4, 0.5, 0.1], [-0.6, -0.3, 0.0], [-0.7, 0.0, 0.4], [0.1, 0.1, 0.3]]}

{"formula": "C16H37BF2P", "method": "ωB97M-V/def2-TZVPD", "homo_energy_ev": -12.55, "total_energy_ev": -32586.63426, "orbital_gap_ev": 10.4, "total_charge": 1, "largest_force_ev_per_a": 11.33, "symbols": ["P", "F", "F", "C", "C", "C", "C", "C", "C", "C", "C", "C", "C", "C", "C", "C", "C", "C", "C", "B", "H", "H", "H", "H", "H", "H", "H", "H", "H", "H", "H", "H", "H", "H", "H", "H", "H", "H", "H", "H", "H", "H", "H", "H", "H", "H", "H", "H", "H", "H", "H", "H", "H", "H", "H", "H", "H"], "coordinates": [[-0.128003, -0.007167, 0.029741], [0.251586, -5.683521, -4.204934], [-1.015604, -5.316140, -2.048626], [3.398877, 0.901673, 0.375498], [-2.540295, 2.864401, 2.563562], [-1.142282, -1.165707, -0.926184], [-0.911380, 0.183800, 1.616646], [1.446186, -0.813925, 0.202069], [-2.804104, 1.940147, 1.385073], [-1.573644, -2.509066, -0.336957], [2.594425, -0.226688, 1.010661], [0.617892, 3.357030, 0.572879], [-2.412637, 0.489352, 1.661283], [-0.236432, 4.619108, 0.610560], [-0.527151, -3.621759, -0.239278], [0.263232, -3.875229, -1.515093], [3.750334, 0.705477, -1.092828], [-0.132986, 1.425807, -1.023518], [0.662337, 2.711679, -0.816534], [-0.536553, -6.241878, -3.111018], [1.632719, 3.652229, 0.860041], [-0.794907, -7.402798, -3.058569], [-2.389570, -2.889702, -0.964194], [2.228064, 0.100207, 1.989661], [-0.779377, -0.781401, 2.122282], [-0.360261, 0.891465, 2.239613], [0.213483, 5.406079, -0.001887], [0.807118, -2.984119, -1.847901], [-3.876689, 1.973845, 1.160957], [-0.418335, -4.215536, -2.355073], [-1.178305, 1.708528, -1.176659], [-2.797737, 0.206395, 2.647875], [1.796622, -1.133187, -0.781911], [-2.004495, -2.355425, 0.657657], [-1.494894, 2.852128, 2.872522], [-3.154782, 2.581862, 3.423715], [-2.932809, -0.147103, 0.939396], [3.299484, -1.045573, 1.208869], [4.413465, -0.151470, -1.218770], [4.261220, 1.592478, -1.474221], [-0.298857, 4.992292, 1.638562], [0.183758, 1.049261, -2.006262], [-1.043784, -4.548969, 0.031776], [4.327516, 1.030645, 0.942275], [-2.296559, 2.318630, 0.501203], [1.214410, -1.741003, 0.733763], [0.157613, -3.428698, 0.589539], [-2.804518, 3.893572, 2.298408], [1.701558, 2.524561, -1.084249], [0.281088, 2.655285, 1.325907], [-1.248836, 4.432555, 0.245942], [-0.657733, -1.318942, -1.895896], [1.005716, -4.660504, -1.344478], [2.863252, 0.546302, -1.715423], [2.858648, 1.837653, 0.508260], [-2.062991, -0.616367, -1.159310], [0.325906, 3.437430, -1.566419]], "atomic_forces_ev_per_a": [[-0.4, -0.7, -0.6], [-2.7, -1.6, 3.9], [-3.7, -9.9, -4.0], [0.0, 0.4, 0.0], [-0.2, 0.2, 0.0], [-0.5, 0.1, -0.4], [-0.1, -0.1, 1.2], [0.8, -0.6, 0.5], [-0.3, 0.0, 0.3], [-0.1, -0.4, 0.3], [0.6, 0.2, 0.3], [0.2, 0.6, -0.3], [-0.4, 0.1, -0.5], [0.0, 0.0, 0.3], [0.2, 0.0, 0.1], [1.9, 3.3, -0.6], [0.0, 0.0, 0.0], [-0.2, 0.9, -1.1], [0.7, 0.2, 0.2], [0.9, 3.0, -0.8], [-0.1, -0.1, 0.0], [0.1, 0.4, 0.0], [0.1, 0.2, 0.0], [0.1, -0.1, 0.0], [0.2, 0.0, -0.2], [0.1, 0.0, -0.1], [-0.1, -0.1, 0.0], [0.4, 0.2, 0.5], [0.2, -0.1, 0.0], [3.0, 4.3, 0.9], [-0.1, -0.3, 0.2], [0.2, 0.0, -0.1], [-0.2, 0.1, -0.1], [-0.1, 0.0, -0.1], [0.1, 0.0, 0.0], [0.1, 0.0, -0.1], [0.0, -0.1, 0.1], [-0.3, 0.0, 0.0], [0.0, 0.0, -0.1], [0.0, -0.1, 0.0], [-0.1, 0.0, -0.2], [-0.1, -0.3, 0.1], [0.0, 0.3, 0.1], [-0.1, -0.1, 0.0], [0.1, 0.0, -0.2], [-0.3, 0.0, -0.2], [0.0, 0.0, 0.1], [0.1, -0.1, 0.1], [0.0, -0.1, 0.0], [-0.1, -0.2, 0.2], [0.0, 0.1, 0.0], [0.1, 0.1, 0.1], [0.0, 0.2, -0.1], [0.1, 0.0, 0.0], [0.0, 0.1, -0.1], [0.1, 0.1, 0.0], [-0.1, -0.2, 0.1]]}